# 1
{
  "formula": "C51H62LaN7O2P2",
  "method": "ωB97M-V/def2-TZVPD",
  "symbols": ["La", "C", "N", "P", "C", "C", "C", "C", "C", "C", "C", "C", "C", "C", "C", "C", "P", "C", "C", "C", "C", "C", "C", "C", "C", "C", "C", "C", "C", "H", "H", "H", "H", "H", "H", "H", "H", "H", "H", "H", "H", "H", "H", "H", "H", "H", "H", "H", "H", "H", "H", "H", "C", "N", "C", "C", "N", "C", "C", "C", "C", "C", "C", "C", "C", "C", "N", "C", "N", "C", "C", "N", "C", "C", "C", "N", "C", "C", "H", "H", "H", "H", "H", "H", "H", "H", "H", "H", "H", "H", "H", "H", "H", "H", "H", "H", "H", "H", "H", "H", "H", "H", "H", "H", "H", "H", "H", "H", "O", "H", "H", "C", "C", "C", "C", "C", "C", "H", "H", "H", "H", "H", "O", "H", "H"],
  "xyz": [[0.4726, -0.2065, 0.0730], [-1.0746, 4.5790, -1.7134], [-0.7036, 3.1980, -1.3107], [0.8349, 2.8545, -0.5466], [1.2480, 4.1524, 0.6845], [1.1399, 3.8270, 2.0290], [1.6208, 4.7482, 2.9539], [2.1203, 5.9649, 2.5499], [2.2735, 6.2826, 1.1895], [1.8557, 5.3499, 0.2494], [2.0829, 3.1469, -1.8280], [3.3906, 3.3492, -1.5410], [4.3845, 3.5663, -2.5116], [3.9788, 3.4576, -3.8265], [2.6541, 3.2292, -4.2041], [1.7004, 3.0312, -3.2319], [-1.8047, 2.0464, -0.7241], [-2.8090, 2.9775, 0.4753], [-3.8770, 3.8213, 0.1474], [-4.4544, 4.6054, 1.1198], [-3.9621, 4.6213, 2.4216], [-2.8594, 3.8257, 2.7575], [-2.2949, 3.0383, 1.7567], [-2.9243, 1.7654, -2.1832], [-4.1759, 1.1747, -2.0196], [-4.8077, 0.6846, -3.1337], [-4.3504, 0.8836, -4.4558], [-3.1156, 1.5485, -4.6286], [-2.4496, 1.9941, -3.4904], [-0.1994, 5.1465, -1.9422], [-1.6916, 5.0859, -0.9384], [-1.6482, 4.6135, -2.6500], [0.6594, 2.8664, 2.2915], [1.5659, 4.5101, 3.9888], [2.4597, 6.7840, 3.2346], [2.8109, 7.1150, 0.8739], [1.9038, 5.4847, -0.8308], [3.7586, 3.4857, -0.5368], [5.4349, 3.7872, -2.2626], [4.6841, 3.4977, -4.6198], [2.3336, 3.1819, -5.2257], [0.6975, 2.8260, -3.4741], [-4.2679, 3.8223, -0.8921], [-5.3643, 5.1947, 0.9365], [-4.4821, 5.2162, 3.1643], [-2.3849, 3.8785, 3.7433], [-1.4739, 2.3517, 2.0917], [-4.6751, 1.0850, -1.0687], [-5.7517, 0.1883, -3.0112], [-4.9213, 0.5071, -5.3186], [-2.6520, 1.6483, -5.5837], [-1.4844, 2.4697, -3.5830], [-4.5476, -3.4175, 1.4859], [-3.1446, -3.3700, 1.1443], [-2.5968, -4.5614, 0.4426], [-2.3974, -2.2544, 1.3403], [-1.3929, -1.8974, 0.5471], [-1.4915, -2.3711, -0.8154], [-2.6201, -2.2264, -1.5750], [-2.7672, -2.7002, -2.8790], [-1.6855, -3.2540, -3.5318], [-0.4166, -3.2964, -2.8705], [0.7487, -3.7975, -3.6143], [1.9938, -3.7440, -3.0726], [2.1251, -3.3925, -1.7068], [1.0192, -3.0845, -0.9041], [1.2373, -2.7788, 0.4600], [1.7778, -3.6514, 1.2837], [2.2171, -3.1314, 2.4997], [1.9849, -3.8610, 3.7457], [3.4439, -2.2531, 2.5074], [1.9379, -4.9867, 1.0913], [3.1068, -5.7680, 1.6037], [1.1361, -5.7254, 0.1060], [-0.2887, -2.9127, -1.5048], [-2.6367, -1.5110, 2.4264], [-3.0717, -2.1107, 3.6829], [-2.4650, -0.1051, 2.5106], [-5.0687, -4.0201, 0.7001], [-4.8266, -2.3850, 1.5118], [-4.7154, -4.0003, 2.4122], [-2.9329, -5.4155, 1.0150], [-1.5357, -4.5530, 0.5818], [-2.8581, -4.6323, -0.5618], [-3.4815, -1.7755, -1.1029], [-3.7715, -2.6807, -3.3000], [-1.7343, -3.5857, -4.5450], [0.6423, -4.0807, -4.5941], [2.8717, -4.0203, -3.6442], [3.0373, -3.5570, -1.1687], [1.0570, -4.3900, 3.6641], [1.8417, -3.1482, 4.5634], [2.8283, -4.5757, 4.0280], [3.3659, -1.3927, 3.2178], [3.6245, -1.8506, 1.4815], [4.2967, -2.8212, 2.8187], [3.8294, -5.0427, 1.9899], [3.5060, -6.3277, 0.7408], [2.8197, -6.4438, 2.3667], [0.0972, -5.3949, -0.0191], [1.0309, -6.7957, 0.4557], [1.5735, -5.7638, -0.8980], [-3.0163, -3.1779, 3.6876], [-4.1311, -1.7583, 3.8986], [-2.3819, -1.7341, 4.4473], [-1.7689, 0.1643, 3.3016], [-3.4352, 0.4323, 2.6975], [-2.1069, 0.2358, 1.5831], [0.5809, -0.8310, 2.6519], [1.1672, -0.1565, 3.0449], [1.0493, -1.6659, 2.7592], [5.4085, 1.1302, 0.6101], [4.7641, 1.5753, 1.7640], [3.4062, 1.4319, 1.9392], [2.6333, 0.6376, 1.0433], [3.3203, 0.1836, -0.0703], [4.6758, 0.4149, -0.3476], [6.4654, 1.2284, 0.4849], [5.3170, 2.1565, 2.4801], [2.9447, 1.8559, 2.8641], [2.8269, -0.4522, -0.8186], [5.1425, 0.0996, -1.2791], [0.4140, 0.0781, -2.4741], [1.0801, 0.5662, -2.9986], [-0.4654, 0.1372, -2.8322]],
  "mulliken_charge": [2.39, -1.00, 0.94, 0.08, 1.02, -0.02, -1.35, -0.71, -0.90, -0.37, 0.62, -0.22, -0.82, -0.74, -0.62, -1.22, 0.88, 0.14, -0.44, -0.72, -0.75, -1.30, 0.47, 0.64, -0.84, -0.64, -0.76, -0.71, -0.76, 0.45, 0.26, 0.31, 0.61, 0.58, 0.34, 0.52, 0.33, 0.60, 0.46, 0.42, 0.49, 0.51, 0.38, 0.45, 0.42, 0.48, -0.03, 0.50, 0.50, 0.39, 0.51, -0.07, -1.33, 0.57, -1.27, -1.06, 1.12, -0.10, -0.20, -1.14, -0.93, 1.30, -1.34, -1.23, -0.71, -0.12, 1.02, -1.11, 0.86, -1.22, -0.84, 0.33, -1.21, -0.67, 0.18, 0.67, -1.25, -0.80, 0.38, 0.40, 0.36, 0.60, 0.24, 0.26, 0.68, 0.49, 0.54, 0.61, 0.50, 0.62, 0.37, 0.32, 0.34, 0.28, 0.14, 0.52, 0.39, 0.42, 0.33, 0.10, 0.44, 0.31, 0.43, 0.32, 0.34, 0.37, 0.61, -0.86, -0.68, 0.28, 0.12, -0.87, -0.90, -0.99, 2.93, -0.58, -0.74, 0.49, 0.47, 0.30, -0.01, 0.45, -0.50, 0.17, -0.02],
  "lumo_ev": -4.404,
  "charge": 2,
  "energy_ha": -3228.2658,
  "homo_energy_ev": -12.300,
  "de_lowest_ev": 0.166,
  "orbital_gap_ev": 7.90
}

# 2
{
  "formula": "C4H6O2",
  "method": "ωB97M-V/def2-TZVPD",
  "symbols": ["C", "C", "O", "C", "O", "C", "H", "H", "H", "H", "H", "H"],
  "xyz": [[1.2113, 0.1073, 0.1654], [0.4645, -0.8963, 0.9827], [-0.5982, -0.6502, 1.5444], [-1.7177, 0.4074, -0.2836], [-0.7530, 1.0282, -0.7358], [0.4238, 0.0688, -1.1635], [2.2306, -0.2398, -0.0336], [1.2539, 1.0869, 0.6666], [0.8386, -1.9366, 0.9707], [-1.8299, -0.6533, -0.5109], [-2.4697, 0.9633, 0.2779], [0.9457, 0.7145, -1.8803]],
  "mulliken_charge": [-0.50, 0.16, -0.53, -0.07, -0.20, -0.64, 0.32, 0.28, 0.33, 0.38, 0.29, 0.19],
  "lumo_ev": -0.100,
  "charge": 0,
  "energy_ha": -306.3202,
  "homo_energy_ev": -7.627,
  "de_lowest_ev": 5.065,
  "orbital_gap_ev": 7.53
}

# 3
{
  "formula": "C43H32Cl2F5N7O3W",
  "method": "ωB97M-V/def2-TZVPD",
  "symbols": ["W", "Cl", "C", "C", "C", "N", "C", "O", "C", "C", "C", "C", "C", "N", "C", "C", "C", "Cl", "N", "C", "O", "C", "C", "C", "C", "C", "N", "H", "H", "H", "H", "H", "H", "H", "H", "H", "H", "C", "C", "C", "C", "C", "C", "C", "N", "C", "N", "C", "C", "C", "C", "C", "C", "C", "N", "C", "C", "C", "C", "C", "C", "C", "H", "H", "H", "H", "H", "H", "H", "H", "H", "H", "H", "H", "H", "H", "H", "H", "H", "H", "H", "H", "H", "H", "O", "C", "F", "C", "F", "C", "F", "F", "F"],
  "xyz": [[0.3266, -0.0858, 0.2835], [0.2839, 6.0611, -2.9072], [-0.1455, 4.7055, -1.9452], [0.8159, 3.7351, -1.7145], [0.4616, 2.6184, -0.9619], [1.2426, 1.4983, -0.6388], [2.6293, 1.5487, -0.8008], [3.2706, 2.5434, -1.0088], [3.2171, 0.1920, -0.7384], [4.5251, -0.0586, -1.0817], [4.9353, -1.3829, -1.1580], [4.0067, -2.3842, -0.9300], [2.7133, -2.0480, -0.5718], [2.3385, -0.7714, -0.4288], [-0.8192, 2.5143, -0.4548], [-1.7808, 3.4976, -0.6491], [-1.4402, 4.5924, -1.4173], [-2.6406, 5.7831, -1.7285], [-1.0246, 1.3339, 0.2904], [-1.7375, 1.6524, 1.5442], [-2.9235, 1.7096, 1.6097], [-0.7506, 1.9979, 2.6114], [-1.1669, 2.5875, 3.7880], [-0.1800, 2.9913, 4.6812], [1.1477, 2.7869, 4.3495], [1.4622, 2.1512, 3.1513], [0.5275, 1.7643, 2.2923], [1.8027, 3.8615, -2.1259], [5.1757, 0.7760, -1.3029], [5.9542, -1.6272, -1.4262], [4.2674, -3.4277, -1.0326], [1.9589, -2.7960, -0.4246], [-2.7768, 3.4057, -0.2413], [-2.2199, 2.7412, 3.9765], [-0.4441, 3.4694, 5.6146], [1.9434, 3.1059, 5.0077], [2.4917, 1.9531, 2.8858], [-3.4654, -2.7399, -3.1330], [-4.7108, -2.1681, -2.5148], [-5.8768, -2.0190, -3.2613], [-7.0319, -1.4877, -2.7063], [-7.0562, -1.0893, -1.3768], [-5.9082, -1.2151, -0.6112], [-4.7615, -1.7479, -1.1855], [-3.5772, -1.8375, -0.3671], [-2.5139, -1.0528, -0.5454], [-2.6954, -0.0446, -1.4223], [-1.8898, 0.5525, -2.4297], [-0.5796, 0.1782, -2.6882], [0.1231, 0.7538, -3.7426], [-0.4851, 1.7153, -4.5250], [-1.7979, 2.0870, -4.2578], [-2.5295, 1.5107, -3.2294], [-3.9578, 1.9030, -2.9779], [-1.3734, -1.2808, 0.1683], [-1.3913, -2.5412, 0.9199], [-0.8372, -3.6591, 0.3074], [-0.9445, -4.9035, 0.9048], [-1.6312, -5.0176, 2.1056], [-2.1893, -3.8956, 2.6988], [-2.0855, -2.6257, 2.1327], [-2.7508, -1.4525, 2.7999], [-3.7225, -3.4434, -3.9227], [-2.8515, -3.2714, -2.4048], [-2.8459, -1.9607, -3.5864], [-5.8802, -2.3422, -4.2946], [-7.9217, -1.3939, -3.3136], [-7.9577, -0.6840, -0.9397], [-5.8926, -0.9023, 0.4253], [-3.5388, -2.5135, 0.3831], [-3.6831, 0.0518, -1.6372], [1.1424, 0.4453, -3.9379], [0.0512, 2.1702, -5.3457], [-2.2751, 2.8403, -4.8721], [-4.2545, 2.7167, -3.6357], [-4.1064, 2.2371, -1.9480], [-4.6590, 1.0804, -3.1599], [-0.3601, -3.5460, -0.6592], [-0.5167, -5.7743, 0.4284], [-1.7407, -5.9829, 2.5801], [-2.7308, -4.0027, 3.6305], [-3.4910, -1.8019, 3.5174], [-3.2620, -0.7934, 2.0985], [-2.0299, -0.8485, 3.3512], [0.5284, -1.8536, -2.1646], [0.1194, -0.7882, -1.8117], [2.2584, -0.3916, 2.2028], [1.1568, -1.2120, 2.0460], [0.2222, -0.8068, 2.9593], [1.6109, -2.6334, 2.5774], [0.6411, -3.1403, 3.3295], [1.9069, -3.5281, 1.6365], [2.6880, -2.4683, 3.3336]],
  "mulliken_charge": [1.17, -0.16, -0.04, -0.97, -0.03, 0.69, -0.29, -0.61, 0.63, -0.80, -0.57, -1.24, 0.29, 0.28, 0.06, -0.30, -0.22, -0.15, 1.18, 0.01, -0.56, 0.39, -0.97, -0.66, -1.02, -0.11, 0.20, 0.69, 0.63, 0.49, 0.54, 0.33, 0.72, 0.59, 0.52, 0.48, 0.52, -1.39, 1.55, -0.84, -0.67, -0.81, -0.28, -0.73, 0.67, 0.07, 1.19, -0.67, 1.12, -0.44, -1.31, -0.59, 0.91, -1.85, 0.69, -1.58, -0.63, -1.00, -1.06, -0.88, 1.56, -1.12, 0.57, 0.18, 0.21, 0.49, 0.44, 0.44, 0.48, 0.30, 0.34, 0.64, 0.49, 0.49, 0.47, 0.37, 0.33, 0.73, 0.53, 0.45, 0.51, 0.64, 0.03, 0.06, -0.54, 0.05, -0.31, 0.30, -0.15, 0.57, -0.18, -0.23, -0.26],
  "lumo_ev": -7.599,
  "charge": 2,
  "energy_ha": -3753.1849,
  "homo_energy_ev": -13.414,
  "de_lowest_ev": 0.009,
  "orbital_gap_ev": 5.81
}

# 4
{
  "formula": "BH3O3",
  "method": "ωB97M-V/def2-TZVPD",
  "symbols": ["O", "B", "O", "O", "H", "H", "H"],
  "xyz": [[0.9894, 0.2343, -1.0582], [0.3777, -0.0506, 0.0830], [0.7601, 0.3691, 1.2954], [-1.1522, -0.8030, -0.0075], [0.4541, -0.1060, -1.7667], [0.0765, 0.3544, 1.8839], [-1.5057, 0.0018, -0.4299]],
  "mulliken_charge": [-0.42, 0.51, -0.43, -0.57, 0.33, 0.31, 0.28],
  "lumo_ev": 0.232,
  "charge": 0,
  "energy_ha": -252.4750,
  "homo_energy_ev": -11.062,
  "de_lowest_ev": 1.465,
  "smiles": "OB(O)O",
  "orbital_gap_ev": 11.29
}

# 5
{
  "formula": "C3H5N5",
  "method": "ωB97M-V/def2-TZVPD",
  "symbols": ["N", "C", "C", "N", "N", "C", "N", "N", "H", "H", "H", "H", "H"],
  "xyz": [[-1.6879, -1.6874, -0.4747], [-1.7340, -0.8381, -1.3239], [-1.5206, -0.0419, -2.3536], [-0.3924, 0.6953, -2.6192], [0.6342, 0.8024, -1.9476], [0.9865, 0.4467, -0.6923], [0.3403, 0.7552, 0.3698], [0.8819, 0.4933, 1.5810], [-2.0062, -1.6224, 0.4744], [-2.2738, 0.0734, -3.1194], [2.0255, 0.0791, -0.6533], [0.5826, 1.1602, 2.2791], [1.8782, 0.2699, 1.6084]],
  "mulliken_charge": [-0.38, 0.47, -0.39, -0.28, -0.24, 0.03, -0.25, -0.47, 0.29, 0.39, 0.35, 0.24, 0.23],
  "lumo_ev": 0.050,
  "charge": 0,
  "energy_ha": -390.9313,
  "homo_energy_ev": -7.885,
  "de_lowest_ev": 5.092,
  "smiles": "N=C=C/N=N\\C=N\\N",
  "orbital_gap_ev": 7.93
}

# 6
{
  "formula": "C45H39BeNOSSb2",
  "method": "ωB97M-V/def2-TZVPD",
  "symbols": ["Be", "C", "C", "C", "Sb", "C", "C", "C", "C", "C", "C", "C", "C", "C", "C", "C", "C", "Sb", "C", "C", "C", "C", "C", "C", "C", "C", "C", "C", "C", "C", "H", "H", "H", "H", "H", "H", "H", "H", "H", "H", "H", "H", "H", "H", "H", "H", "H", "H", "H", "H", "H", "H", "H", "H", "H", "H", "C", "C", "C", "C", "C", "C", "C", "C", "N", "H", "H", "H", "H", "H", "H", "C", "C", "O", "S", "C", "C", "C", "C", "C", "C", "C", "C", "H", "H", "H", "H", "H", "H", "H"],
  "xyz": [[-0.6554, -0.7659, -1.2561], [2.9269, -3.5766, 0.3537], [2.5388, -2.6126, 1.4863], [1.0325, -2.2929, 1.6466], [0.3600, -0.3505, 0.9789], [1.7822, 0.7643, 2.1601], [2.5055, 0.2227, 3.2162], [3.4173, 1.0008, 3.9162], [3.6141, 2.3293, 3.5710], [2.8650, 2.8905, 2.5475], [1.9536, 2.1109, 1.8522], [-1.2280, 0.0795, 2.3589], [-1.0484, -0.0811, 3.7296], [-2.0044, 0.3754, 4.6227], [-3.1490, 1.0076, 4.1551], [-3.3430, 1.1568, 2.7901], [-2.3875, 0.6939, 1.8948], [3.5497, -2.9676, -1.6737], [3.1849, -0.8386, -1.9095], [2.3589, -0.4496, -2.9686], [2.2295, 0.8899, -3.3174], [2.9645, 1.8523, -2.6411], [3.8264, 1.4699, -1.6252], [3.9256, 0.1352, -1.2502], [5.5993, -2.5311, -1.1330], [6.0125, -2.3412, 0.1820], [7.3189, -1.9666, 0.4680], [8.2289, -1.7866, -0.5631], [7.8306, -1.9856, -1.8773], [6.5228, -2.3538, -2.1591], [2.1440, -4.3252, 0.2185], [3.8230, -4.1224, 0.6590], [3.1370, -1.7008, 1.4196], [2.8402, -3.1061, 2.4166], [0.7739, -2.3502, 2.7046], [0.4267, -3.0402, 1.1368], [2.3761, -0.8127, 3.5068], [3.9718, 0.5656, 4.7380], [4.3471, 2.9255, 4.0987], [2.9892, 3.9371, 2.2987], [1.3651, 2.5546, 1.0587], [-0.1448, -0.5441, 4.1110], [-1.8492, 0.2601, 5.6882], [-3.8805, 1.3928, 4.8536], [-4.2342, 1.6490, 2.4214], [-2.5404, 0.8229, 0.8307], [1.8803, -1.1986, -3.5855], [1.5839, 1.1749, -4.1367], [2.8947, 2.8919, -2.9349], [4.4511, 2.2057, -1.1351], [4.6236, -0.1422, -0.4696], [5.3116, -2.4754, 0.9978], [7.6253, -1.8072, 1.4944], [9.2473, -1.4942, -0.3418], [8.5412, -1.8478, -2.6825], [6.2173, -2.4918, -3.1910], [-0.4659, -2.5017, -1.6325], [-1.6724, -3.3744, -1.5483], [-1.8037, -4.3789, -0.5880], [-2.9122, -5.2047, -0.5551], [-3.9284, -5.0431, -1.4956], [-3.8209, -4.0364, -2.4583], [-2.7108, -3.2187, -2.4743], [-5.0604, -5.9128, -1.4762], [-5.9679, -6.6198, -1.4614], [-0.0768, -2.6010, -2.6521], [0.3175, -2.9217, -0.9906], [-1.0190, -4.5305, 0.1445], [-2.9980, -5.9878, 0.1865], [-4.6104, -3.9081, -3.1868], [-2.6296, -2.4261, -3.2089], [-7.8653, 7.2803, 0.0262], [-6.7234, 6.3229, -0.1779], [-5.9449, 5.9739, 0.6649], [-6.6717, 5.7247, -1.8656], [-5.4428, 4.4409, -1.8019], [-5.8272, 3.1578, -2.1738], [-4.8978, 2.1337, -2.1694], [-3.5756, 2.3783, -1.7877], [-3.2057, 3.6742, -1.4162], [-4.1326, 4.7016, -1.4256], [-2.6305, 1.3085, -1.7215], [-1.8295, 0.4032, -1.6005], [-8.7642, 6.7057, 0.2547], [-8.0560, 7.8613, -0.8749], [-7.6483, 7.9360, 0.8666], [-6.8546, 2.9640, -2.4521], [-5.1925, 1.1299, -2.4442], [-2.1855, 3.8693, -1.1127], [-3.8470, 5.6992, -1.1230]],
  "mulliken_charge": [-0.62, -2.19, 0.66, -0.92, 0.80, 0.82, -0.02, -0.77, -0.48, -0.63, -0.91, 0.25, -0.15, -0.78, -0.48, -0.56, -0.17, 0.72, 0.04, -0.59, -0.52, -0.51, -0.57, 0.06, -0.15, 0.32, -0.78, -0.39, -0.62, -0.49, 0.52, 0.77, 0.02, 0.44, 0.59, -0.05, 0.22, 0.41, 0.40, 0.41, 0.43, 0.22, 0.39, 0.37, 0.46, 0.02, 0.36, 0.45, 0.41, 0.43, 0.34, 0.23, 0.39, 0.38, 0.38, 0.35, 0.34, 0.11, 0.00, -1.02, 0.52, -0.95, -0.30, 0.03, -0.53, 0.50, -0.44, 0.29, 0.44, 0.44, 0.45, -1.11, 0.78, -0.52, -0.26, 0.23, -0.51, -0.66, 0.65, -0.47, -0.35, 0.68, -0.83, 0.29, 0.35, 0.31, 0.42, 0.50, 0.49, 0.41],
  "lumo_ev": -0.124,
  "charge": 0,
  "energy_ha": -2761.5090,
  "homo_energy_ev": -8.325,
  "de_lowest_ev": 0.012,
  "orbital_gap_ev": 8.20
}